Entry 1:
The following is a DFT calculation (the ωB97M-V functional and the def2-TZVPD basis) of a cluster of 12 separate species, C48H92F36N12O28S12 in total in a non-equilibrium geometry.

charge	0
strongest force on any atom	6.62	eV/A
relative energy (zero: lowest compared OMol25 entry of this formula, charge and spin)	4.140	eV
frontier orbital gap	6.54	eV
energy	-354302.602	eV

Atoms and positions in Å:
1 S -20.299 8.241 5.908
2 S -19.221 2.771 13.127
3 S -12.693 14.888 16.052
4 S -13.190 8.700 -0.759
5 S -6.699 5.373 12.732
6 S -11.094 7.316 -0.290
7 S -13.716 16.322 7.106
8 S -11.839 16.333 5.393
9 S -7.580 3.853 10.913
10 S -20.397 10.431 7.203
11 S -19.730 1.926 15.488
12 S -11.728 12.544 16.145
13 F -19.386 5.461 12.604
14 F -17.431 4.499 12.077
15 F -20.443 11.603 9.604
16 F -14.444 14.043 8.338
17 F -7.849 6.968 14.669
18 F -14.383 9.685 1.465
19 F -20.600 5.644 5.226
20 F -19.626 9.555 9.691
21 F -5.693 6.268 15.105
22 F -15.703 8.384 0.358
23 F -10.692 11.360 13.855
24 F -7.368 4.908 15.428
25 F -19.039 4.109 10.888
26 F -15.366 15.533 15.488
27 F -15.135 10.320 -0.400
28 F -12.667 10.739 14.309
29 F -8.820 1.530 11.689
30 F -22.323 6.839 4.717
31 F -13.342 15.523 9.660
32 F -12.464 12.687 13.499
33 F -10.283 9.348 1.343
34 F -20.495 2.999 17.827
35 F -10.174 15.369 3.337
36 F -21.677 3.698 16.029
37 F -8.745 7.871 0.955
38 F -10.140 14.069 4.955
39 F -10.383 7.348 2.312
40 F -6.746 1.832 12.510
41 F -7.089 1.216 10.541
42 F -21.788 9.890 9.567
43 F -21.981 1.652 16.901
44 F -15.441 15.798 9.058
45 F -11.837 14.123 3.752
46 F -14.503 16.525 17.209
47 F -14.023 17.127 15.183
48 F -21.974 6.168 6.741
49 O -19.968 8.682 4.582
50 O -11.886 11.434 17.035
51 O -10.395 13.238 16.301
52 O -18.966 10.454 6.988
53 O -10.846 5.856 -0.288
54 O -17.954 7.438 16.031
55 O -8.599 4.048 9.878
56 O -5.621 4.436 12.862
57 O -20.397 2.088 12.592
58 O -12.097 15.047 14.710
59 O -13.763 8.184 -2.019
60 O -14.897 16.297 6.242
61 O -10.541 7.962 -1.485
62 O -14.085 4.700 3.071
63 O -6.421 6.534 11.880
64 O -21.077 11.649 6.786
65 O -19.225 7.700 6.749
66 O -13.275 17.658 7.566
67 O -12.115 11.064 7.717
68 O -6.261 4.025 10.315
69 O -12.779 17.004 4.521
70 O -12.292 9.865 -0.964
71 O -10.723 17.172 5.770
72 O -18.624 1.639 16.325
73 O -17.984 2.020 13.133
74 O -11.971 15.391 17.219
75 O -11.997 4.663 14.039
76 O -20.302 0.738 14.794
77 N -12.955 8.176 8.601
78 N -21.310 9.088 6.659
79 N -13.254 3.976 16.719
80 N -18.203 10.377 16.671
81 N -19.490 3.341 14.467
82 N -12.389 15.412 6.521
83 N -14.279 1.788 2.158
84 N -8.202 16.367 10.615
85 N -7.981 4.629 12.411
86 N -13.225 13.513 16.342
87 N -12.713 7.606 0.188
88 N -1.889 7.882 6.282
89 C -8.889 18.598 11.782
90 C -6.942 17.080 9.951
91 C -14.301 3.624 17.707
92 C -1.558 7.649 4.802
93 C -15.357 4.108 2.914
94 C -3.361 7.295 6.585
95 C -4.481 8.106 5.727
96 C -1.801 9.376 6.561
97 C -13.068 5.547 16.602
98 C -10.932 14.880 4.309
99 C -8.618 15.172 9.689
100 C -21.379 6.630 5.647
101 C -13.332 6.671 8.650
102 C -12.809 2.008 2.541
103 C -14.230 16.088 15.971
104 C -21.119 2.660 16.655
105 C -5.810 8.132 6.347
106 C -14.538 0.241 2.372
107 C -6.942 5.935 14.650
108 C -7.538 1.984 11.470
109 C -9.316 17.455 10.890
110 C -11.536 8.288 9.217
111 C -18.078 11.732 17.425
112 C -13.571 3.430 15.308
113 C -18.728 4.369 12.133
114 C -20.588 10.367 9.179
115 C -0.220 7.003 4.782
116 C -14.713 9.247 0.268
117 C -10.030 8.060 1.236
118 C -11.866 11.782 14.294
119 C -7.754 13.935 10.151
120 C -17.050 10.263 15.721
121 C -18.778 7.913 17.062
122 C -15.293 2.574 3.042
123 C -7.767 15.713 11.891
124 C -11.919 3.491 17.350
125 C -13.024 10.282 6.923
126 C -13.972 8.924 9.474
127 C -7.121 14.353 11.408
128 C -0.929 6.979 7.056
129 C -14.280 15.350 8.672
130 C -0.262 6.086 5.995
131 C -18.277 9.238 17.696
132 C -10.010 19.375 12.402
133 C -12.889 8.689 7.117
134 C -12.508 3.369 14.262
135 C -19.437 10.529 15.788
136 C -14.534 2.023 0.632
137 H -15.774 4.425 1.959
138 H -16.269 2.128 2.850
139 H -14.548 3.073 0.340
140 H -16.005 4.582 3.651
141 H -10.747 7.949 8.547
142 H -19.435 9.803 14.974
143 H -1.978 9.495 7.630
144 H -15.481 1.573 0.335
145 H -9.691 15.023 9.811
146 H -13.924 3.875 18.698
147 H -18.716 9.580 18.633
148 H -15.571 0.145 2.037
149 H -6.517 8.692 5.735
150 H 0.681 5.713 6.394
151 H -12.712 2.047 3.626
152 H -4.274 9.160 5.544
153 H -3.301 6.215 6.447
154 H -8.363 15.474 8.673
155 H -9.722 17.666 9.901
156 H -3.276 7.535 7.645
157 H -12.576 2.996 2.145
158 H -7.061 16.382 12.383
159 H -14.510 3.852 14.949
160 H -11.989 8.284 6.653
161 H -6.036 14.330 11.314
162 H -6.612 17.854 10.645
163 H -11.527 7.760 10.171
164 H -0.788 9.733 6.373
165 H -0.969 5.261 5.904
166 H -12.608 6.218 7.972
167 H -19.772 8.054 16.637
168 H -10.063 16.891 11.449
169 H -14.428 2.542 17.684
170 H -14.357 6.462 8.346
171 H -17.108 9.452 14.996
172 H -12.063 2.416 17.451
173 H -2.450 10.048 6.000
174 H -5.705 8.544 7.350
175 H -13.164 5.955 17.609
176 H -4.618 7.574 4.785
177 H -18.942 7.230 17.896
178 H -14.525 -0.118 3.401
179 H -7.054 13.760 9.334
180 H -15.102 2.415 4.103
181 H -1.449 6.473 7.869
182 H -16.153 10.225 16.339
183 H -8.610 15.476 12.541
184 H -8.185 19.301 11.336
185 H -1.591 8.580 4.236
186 H -13.202 6.272 9.657
187 H -13.896 5.892 15.983
188 H -13.733 1.565 0.052
189 H -12.135 5.925 16.185
190 H -12.931 2.940 13.353
191 H -17.057 11.805 17.801
192 H -11.219 3.843 16.591
193 H -12.192 1.324 1.959
194 H -14.054 10.611 7.066
195 H -8.307 18.200 12.613
196 H -13.874 2.394 15.458
197 H -6.196 7.115 6.421
198 H -14.982 8.843 9.072
199 H -2.282 6.980 4.335
200 H -13.729 8.183 6.640
201 H -7.209 13.557 12.147
202 H -13.645 9.963 9.431
203 H -11.433 9.356 9.410
204 H -18.279 12.574 16.763
205 H -13.790 5.091 2.246
206 H -17.154 11.232 15.233
207 H -11.669 3.906 18.327
208 H -6.099 16.406 9.800
209 H -12.223 11.991 7.495
210 H -8.462 13.117 10.280
211 H -0.208 7.648 7.526
212 H -14.026 8.536 10.492
213 H -18.718 11.678 18.306
214 H -10.578 19.777 11.563
215 H -18.460 6.716 15.651
216 H -10.651 18.795 13.065
217 H -15.143 4.308 17.606
218 H -11.068 4.592 13.808
219 H -11.548 2.880 14.426
220 H -19.504 11.541 15.389
221 H -13.739 -0.277 1.842
222 H -9.549 20.079 13.095
223 H 0.581 7.718 4.973
224 H -17.248 9.056 18.005
225 H -12.866 10.528 5.873
226 H -0.039 6.482 3.842
227 H -20.168 10.373 16.581
228 H -7.280 17.476 8.993

Entry 2:
The following is a DFT calculation (the ωB97M-V functional and the def2-TZVPD basis) of a cluster of 3 separate species, C6H15NO in total in a non-equilibrium geometry.

charge	0
strongest force on any atom	1.60	eV/A
relative energy (zero: lowest compared OMol25 entry of this formula, charge and spin)	6.265	eV
frontier orbital gap (spin up / spin down)	7.78 / 7.44	eV
energy	-9997.492	eV

Atoms and positions in Å:
1 O 0.263 -1.416 0.272
2 N -0.109 0.801 -0.402
3 C 0.194 -0.073 0.498
4 C 2.216 0.629 -0.895
5 C 3.162 0.621 0.259
6 C -2.095 0.206 1.150
7 C -2.842 -1.014 0.731
8 C -0.698 0.377 -1.662
9 H -0.713 -0.703 -1.827
10 H -0.133 0.843 -2.471
11 H 2.110 1.566 -1.429
12 H -3.831 -1.088 1.214
13 H -2.445 1.158 0.769
14 H -3.020 -1.028 -0.348
15 H 0.605 -1.855 1.060
16 H 4.205 0.803 -0.047
17 H 2.188 -0.255 -1.522
18 H 2.918 1.401 0.990
19 H -1.715 0.770 -1.717
20 H -1.762 0.261 2.182
21 H 0.637 0.268 1.429
22 H 3.164 -0.343 0.780
23 H -2.300 -1.929 0.988

Entry 3:
The following is a DFT calculation (the ωB97M-V functional and the def2-TZVPD basis) of a cluster of 13 separate species, H27O13 in total in a non-equilibrium geometry.

charge	+1
strongest force on any atom	1.89	eV/A
relative energy (zero: lowest compared OMol25 entry of this formula, charge and spin)	2.109	eV
frontier orbital gap	10.45	eV
energy	-27048.965	eV

Atoms and positions in Å:
1 O -1.105 4.271 -1.688
2 O 0.915 0.989 -2.978
3 O 1.290 -0.414 2.920
4 O -1.902 -0.348 -2.841
5 O 1.313 -1.489 -3.812
6 O -0.012 -3.797 0.641
7 O -3.081 -1.071 1.355
8 O -0.297 -0.392 -0.664
9 O 1.514 0.603 0.522
10 O 2.079 -2.109 0.846
11 O -0.911 -2.127 3.461
12 O 0.649 3.037 -0.022
13 O -0.428 3.222 2.407
14 H 2.217 -0.064 0.640
15 H -0.602 2.580 3.094
16 H -2.250 -0.926 -3.527
17 H 1.606 0.319 -3.060
18 H 0.759 0.312 -0.312
19 H -1.072 -0.183 -0.119
20 H -0.149 2.510 -0.068
21 H -1.616 4.055 -0.901
22 H -2.182 -1.133 1.708
23 H 1.031 0.525 1.375
24 H 0.143 -4.644 1.087
25 H 0.545 3.695 -0.727
26 H 0.606 -1.655 -4.432
27 H -0.586 -4.106 -0.073
28 H 0.464 3.358 2.078
29 H -1.489 3.896 -2.486
30 H -2.102 0.541 -3.156
31 H -3.553 -0.971 2.191
32 H 1.175 -1.342 3.108
33 H 1.656 0.196 3.564
34 H -0.777 -1.369 4.034
35 H 1.301 -2.660 0.591
36 H 2.759 -2.764 0.641
37 H -0.210 -2.214 2.817
38 H -0.747 -0.402 -1.547
39 H 0.769 1.395 -3.835
40 H 1.993 -2.147 -3.679

Entry 4:
The following is a DFT calculation (the ωB97M-V functional and the def2-TZVPD basis) of the molecule C17H21N3O2S.

SMILES	Cc1ccccc1-n1ccnc1SCC(=O)NC[C@@H]1CCCO1
charge	0
strongest force on any atom	0.72	eV/A
relative energy (zero: lowest compared OMol25 entry of this formula, charge and spin)	1.116	eV
frontier orbital gap	9.01	eV
energy	-37371.052	eV

Atoms and positions in Å:
1 S 0.072 -1.772 0.228
2 O -1.347 -2.324 -3.144
3 O -2.636 1.446 -3.630
4 N -0.674 -0.253 -2.510
5 N -0.392 0.915 0.032
6 N 0.883 0.335 1.746
7 C 0.734 1.700 1.789
8 C -1.943 3.429 -2.607
9 C -1.277 1.598 -4.018
10 C -1.425 -1.771 -0.813
11 C 3.155 -2.073 4.288
12 C 2.156 -1.273 4.812
13 C 1.637 -0.469 2.627
14 C 3.392 -2.081 2.924
15 C -1.149 -1.487 -2.290
16 C 0.283 0.375 4.594
17 C -0.697 2.759 -3.185
18 C -0.502 0.281 -3.836
19 C -0.051 2.034 0.730
20 C 1.375 -0.462 3.998
21 C 0.184 -0.086 0.659
22 C 2.634 -1.278 2.094
23 C -2.887 2.235 -2.486
24 H -1.273 1.844 -5.088
25 H 1.211 2.297 2.537
26 H -0.881 -0.472 -4.531
27 H -0.090 -0.090 5.503
28 H 1.967 -1.280 5.875
29 H 4.164 -2.708 2.506
30 H 3.745 -2.695 4.944
31 H 0.559 0.462 -4.045
32 H -3.944 2.505 -2.497
33 H 0.659 1.365 4.855
34 H -1.841 -2.773 -0.718
35 H -0.594 0.379 -1.711
36 H -0.072 2.373 -2.380
37 H 2.808 -1.268 1.029
38 H -2.110 -1.033 -0.396
39 H -0.397 2.998 0.417
40 H -0.544 0.500 3.898
41 H -2.349 4.155 -3.311
42 H -0.100 3.433 -3.796
43 H -1.763 3.918 -1.653
44 H -2.670 1.668 -1.568

Entry 5:
The following is a DFT calculation (the ωB97M-V functional and the def2-TZVPD basis) of a cluster of 4 separate species, C33H69BBr2N7O7 in total in a non-equilibrium geometry.

charge	+1
strongest force on any atom	1.05	eV/A
frontier orbital gap	6.85	eV
energy	-200857.374	eV

Atoms and positions in Å:
1 Br -0.109 4.720 -3.716
2 Br 3.000 1.403 -4.572
3 O 1.756 8.903 -4.317
4 O -2.126 -5.635 0.835
5 O -1.186 -6.007 6.206
6 O -0.588 -1.687 -0.494
7 O -2.308 -0.239 -0.762
8 O 0.624 1.229 2.171
9 O 3.832 3.543 -2.300
10 N -0.248 -4.016 2.333
11 N -1.153 0.843 -3.304
12 N -3.127 -1.053 -1.669
13 N -0.996 8.531 -3.420
14 N 2.681 2.434 0.348
15 N 1.638 2.569 -1.707
16 N -3.506 -7.090 7.586
17 C -0.611 -5.366 2.788
18 C -1.592 -8.421 8.278
19 C -0.056 0.523 -1.118
20 C -0.781 1.354 2.323
21 C 1.737 2.840 -4.988
22 C -1.641 -7.325 5.951
23 C 2.209 10.242 -4.211
24 C -0.151 1.173 -2.361
25 C -1.513 -6.615 0.020
26 C 0.717 2.203 -2.643
27 C 0.538 -6.320 2.477
28 C 0.111 8.622 -2.464
29 C 1.018 0.281 1.199
30 C 4.548 2.156 1.791
31 C 0.321 -1.137 -3.998
32 C 1.745 1.937 -0.527
33 C 0.571 2.910 -3.957
34 C -3.787 -2.133 -0.901
35 C 1.460 8.260 -3.098
36 C 3.769 1.795 0.569
37 C -3.299 -3.512 -1.311
38 C 2.180 5.148 -1.192
39 C -0.041 -5.920 7.036
40 C 0.077 9.997 -1.804
41 C 4.331 0.747 -0.335
42 C -0.932 -0.300 -4.226
43 C -3.870 -3.906 -2.698
44 C -1.002 -0.592 -0.773
45 C -2.440 -7.966 7.094
46 C -1.968 -5.808 2.231
47 C -1.346 2.627 1.671
48 C 2.509 4.132 -5.273
49 C 0.889 0.888 -0.181
50 B 2.613 3.765 -1.780
51 H -2.156 -9.129 8.884
52 H -0.802 -7.964 5.643
53 H -1.071 7.583 -3.774
54 H -2.734 -5.174 2.685
55 H 4.438 4.254 -2.059
56 H -0.044 10.796 -2.535
57 H 0.657 -6.739 6.842
58 H 2.841 10.380 -3.329
59 H 0.987 10.188 -1.231
60 H -3.134 -4.478 -3.257
61 H 2.619 4.775 -4.406
62 H 1.288 2.527 -5.924
63 H -1.314 0.484 1.929
64 H 0.224 -2.027 -4.620
65 H 3.586 0.039 -0.698
66 H -1.002 1.385 3.388
67 H -2.248 2.394 1.109
68 H -0.677 -8.915 7.948
69 H -1.802 -0.956 -4.231
70 H -0.753 9.085 -4.237
71 H 5.105 0.183 0.180
72 H 5.609 1.975 1.634
73 H 0.909 -6.200 1.459
74 H -2.212 -3.533 -1.395
75 H 1.205 -0.619 -4.358
76 H -0.955 -3.359 2.652
77 H 4.802 1.229 -1.193
78 H -0.067 7.880 -1.678
79 H 2.001 4.674 -6.067
80 H -0.470 -6.371 -0.192
81 H -4.776 -4.492 -2.575
82 H -4.091 -3.008 -3.276
83 H -4.856 -2.055 -1.096
84 H -1.571 -7.608 0.475
85 H -0.769 10.060 -1.122
86 H 2.797 10.456 -5.102
87 H 1.431 7.193 -3.344
88 H -2.050 -6.633 -0.929
89 H -2.305 -7.236 5.087
90 H 2.620 5.260 -0.199
91 H -0.330 -3.996 1.319
92 H -2.201 -6.843 2.515
93 H 2.282 8.408 -2.381
94 H 1.377 10.948 -4.178
95 H 1.101 5.211 -1.080
96 H 0.443 -1.488 -2.975
97 H -3.093 -6.190 7.814
98 H 2.523 5.949 -1.843
99 H -3.622 -1.944 0.156
100 H 4.378 3.196 2.050
101 H -0.612 3.063 0.995
102 H -0.883 0.097 -5.242
103 H -3.581 -4.233 -0.550
104 H -2.464 -1.484 -2.309
105 H -4.155 -6.887 6.832
106 H 0.239 -7.361 2.615
107 H -0.309 -5.907 8.094
108 H 3.499 3.876 -5.638
109 H -1.594 3.375 2.419
110 H 4.218 1.499 2.597
111 H -1.321 -7.591 8.929
112 H 0.452 -4.974 6.809
113 H -2.912 -8.858 6.672
114 H -2.045 0.738 -2.836
115 H -0.277 2.418 -4.417
116 H -0.716 -5.336 3.875
117 H 2.049 0.020 1.425
118 H 1.375 -6.121 3.146
119 H 0.417 -0.618 1.297

Entry 6:
The following is a DFT calculation (the ωB97M-V functional and the def2-TZVPD basis) of the molecule C4H8O2S in a non-equilibrium geometry.

SMILES	C=C[C@](O)(S)CO
charge	0
strongest force on any atom	4.11	eV/A
relative energy (zero: lowest compared OMol25 entry of this formula, charge and spin)	3.020	eV
frontier orbital gap	9.97	eV
energy	-19205.378	eV

Atoms and positions in Å:
1 S 0.623 -1.903 0.693
2 O 1.551 0.993 0.607
3 O -0.557 -1.079 -1.849
4 C -1.214 0.759 1.442
5 C 1.117 0.468 -0.611
6 C -0.072 -0.576 -0.371
7 C -1.254 0.237 0.165
8 H 1.855 -0.081 -1.246
9 H 1.969 1.837 0.499
10 H -2.101 0.223 -0.586
11 H 0.846 1.281 -1.358
12 H -2.103 1.330 1.864
13 H 0.239 -1.526 -2.158
14 H -0.439 0.630 2.310
15 H -0.459 -2.594 0.598